## 1
Molecular formula: C3H8N2OS
Method: DFT, the ωB97M-V functional and the def2-TZVPD basis

Element x y z (Å)
1 N -2.4191 -0.6728 -0.3777
2 N -1.1863 -1.1474 0.1276
3 C -0.2243 -0.3284 0.3176
4 C -0.5006 1.1658 -0.1172
5 O 0.6164 1.9652 0.0911
6 C 1.1356 -0.7286 0.8658
7 S 2.2881 -0.6224 -0.5752
8 H -2.2747 0.0924 -1.0107
9 H -2.7203 -1.5021 -0.9008
10 H -1.3635 1.5321 0.4192
11 H -0.7846 1.1357 -1.1735
12 H 1.3296 1.5723 -0.4531
13 H 1.1330 -1.7288 1.3088
14 H 1.5566 0.0529 1.5141
15 H 3.4141 -0.7859 -0.0361

Output
**Net charge**: 0
**Molar mass**: 120.18 g mol⁻¹
**Multiplicity**: 1
**Lowest unoccupied orbital energy**: 0.7 eV
**HOMO level**: -9.39 eV
**Structure (SMILES)**: N/N=C(\CO)CS


## 2
Molecular formula: C3H8N2OS
Method: DFT, the ωB97M-V functional and the def2-TZVPD basis

Element x y z (Å)
1 C -1.5831 -1.3481 -0.1517
2 C -0.2428 -1.1608 0.6305
3 N 0.4557 -0.0230 -0.0135
4 S 0.8448 -0.2011 -1.6668
5 C 0.0482 1.2321 0.4085
6 N 0.6678 2.3189 0.3558
7 O 1.9899 2.0308 -0.1184
8 H -2.3602 -2.1793 0.1840
9 H -1.2185 -1.5574 -1.2257
10 H -2.1546 -0.4174 -0.1000
11 H 0.3846 -2.0588 0.5968
12 H -0.4282 -0.9191 1.7610
13 H 2.1426 0.0585 -1.5607
14 H -0.9604 1.3728 0.7504
15 H 2.4143 2.8521 0.1499

Output
**Net charge**: 0
**Molar mass**: 120.18 g mol⁻¹
**Multiplicity**: 1
**Lowest unoccupied orbital energy**: 0.8 eV
**HOMO level**: -8.89 eV
**Structure (SMILES)**: CCN(S)/C=N\O


## 3
Molecular formula: C3H8N2OS
Method: DFT, the ωB97M-V functional and the def2-TZVPD basis

Element x y z (Å)
1 N 2.6229 -0.9473 -0.1851
2 N 1.3860 -0.2598 -0.4550
3 C 1.3725 0.9266 0.2023
4 S 0.1012 2.1511 -0.1293
5 C -1.0614 0.7419 -0.7030
6 C -1.7236 -0.0096 0.5114
7 O -2.6846 -0.7988 -0.1137
8 H 2.4226 -2.0806 -0.3018
9 H 2.9369 -0.6048 0.9290
10 H 2.1627 1.1895 1.1438
11 H -0.2138 -0.1054 -1.0626
12 H -1.6712 1.1907 -1.3725
13 H -1.0166 -0.5977 1.0672
14 H -2.3580 0.7188 1.0394
15 H -2.2753 -1.5146 -0.5702

Output
**Net charge**: 0
**Molar mass**: 120.18 g mol⁻¹
**Multiplicity**: 1
**Lowest unoccupied orbital energy**: 0.6 eV
**HOMO level**: -8.29 eV
**Structure (SMILES)**: N/N=C/SCCO


Stability ranking, top and bottom: 1 is the most stable and 3 is the least stable.


## 1
Molecular formula: C3H8N2OS
Method: DFT, the ωB97M-V functional and the def2-TZVPD basis

Element x y z (Å)
1 C -1.9904 -0.5055 -0.6020
2 C -0.6305 -0.2879 0.1181
3 C 2.5512 0.9428 0.4745
4 N -2.5214 1.3252 0.7814
5 N -2.7358 0.6682 -0.1975
6 O 1.5835 0.9632 -0.6724
7 S 0.0545 1.3508 -0.2954
8 H -1.7716 -0.6615 -1.5891
9 H -2.3832 -1.5244 -0.3171
10 H -0.8397 -0.1586 1.1631
11 H 0.0943 -0.9426 -0.2509
12 H 2.5028 1.8949 0.8220
13 H 3.4745 0.6682 0.0840
14 H 2.2758 0.2638 1.3004
15 H -3.4338 0.8053 -0.9022

Output
**Net charge**: 0
**Molar mass**: 120.18 g mol⁻¹
**Multiplicity**: 1
**Lowest unoccupied orbital energy**: 0.9 eV
**HOMO level**: -8.31 eV


## 2
Molecular formula: C3H8N2OS
Method: DFT, the ωB97M-V functional and the def2-TZVPD basis

Element x y z (Å)
1 C -2.9059 0.0974 -0.7106
2 C -1.2056 -0.2256 0.9274
3 C 1.5971 0.3094 -0.1288
4 H -4.0505 -0.0041 0.0867
5 H -2.6745 -1.1743 -1.3009
6 H -2.9040 1.2007 -1.4017
7 H -1.7312 -1.0465 1.4086
8 H -0.7271 0.3858 1.8431
9 H 2.9730 -0.9612 -1.5238
10 H 3.4468 0.5982 -0.3349
11 H 0.4519 1.7729 0.3487
12 N 2.9481 -0.2261 -0.0233
13 N 1.4008 1.5032 -0.0077
14 O -1.8167 0.6702 0.1159
15 S 0.2746 -1.0100 -0.0228

Output
**Net charge**: 0
**Molar mass**: 120.18 g mol⁻¹
**Multiplicity**: 1
**Lowest unoccupied orbital energy**: -0.4 eV
**HOMO level**: -9.11 eV


## 3
Molecular formula: C3H8N2OS
Method: DFT, the ωB97M-V functional and the def2-TZVPD basis

Element x y z (Å)
1 N 1.3646 1.5470 -0.7897
2 C 0.4714 1.0442 0.0994
3 O -0.1071 1.7837 0.8729
4 C 0.0780 -0.4505 -0.0039
5 N 1.2226 -1.1396 0.6129
6 C -1.3220 -0.6833 0.5573
7 S -2.7562 0.0271 -0.4662
8 H 1.8656 0.9560 -1.4296
9 H 1.5798 2.5257 -0.8359
10 H 0.1858 -0.8220 -1.0641
11 H 1.0899 -2.1291 0.4631
12 H 1.3833 -0.7679 1.5392
13 H -1.3258 -0.0859 1.4754
14 H -1.5698 -1.7277 0.6020
15 H -2.1599 -0.0777 -1.6329

Output
**Net charge**: 0
**Molar mass**: 120.18 g mol⁻¹
**Multiplicity**: 1
**Lowest unoccupied orbital energy**: 0.8 eV
**HOMO level**: -9.01 eV
**Structure (SMILES)**: NC(=O)[C@@H](N)CS


Stability ranking, top and bottom: 3 is the most stable and 2 is the least stable.


## 1
Molecular formula: C2H3P
Method: DFT, the ωB97M-V functional and the def2-TZVPD basis

Element x y z (Å)
1 C 1.9186 0.1170 -0.3751
2 C 0.7479 0.3136 -0.1149
3 P -1.6922 0.2045 0.8694
4 H 2.8558 0.5198 -0.6666
5 H -1.6321 -1.1907 0.6851
6 H -2.1979 0.0358 -0.3980

Output
**Net charge**: 0
**Molar mass**: 58.02 g mol⁻¹
**Multiplicity**: 1
**Lowest unoccupied orbital energy**: -1.6 eV
**HOMO level**: -9.90 eV


## 2
Molecular formula: C2H3P
Method: DFT, the ωB97M-V functional and the def2-TZVPD basis

Element x y z (Å)
1 C 0.8795 0.6114 0.2264
2 C 0.6289 -0.7737 0.0440
3 P 2.4289 0.1682 -0.0877
4 H -1.0381 2.5900 -0.0795
5 H 0.4724 -1.4270 0.8944
6 H 0.1963 -1.1395 -0.8814

Output
**Net charge**: 0
**Molar mass**: 58.02 g mol⁻¹
**Multiplicity**: 1
**Lowest unoccupied orbital energy (spin up / spin down)**: 0.0 / -1.1 eV
**HOMO level (spin up / spin down)**: -8.45 / -9.33 eV


Stability ranking, top and bottom: 1 is the most stable and 2 is the least stable.